(1)
Density functional theory data (ωB97M-V/def2-TZVPD) for a molecular structure, C33H50MnN3OP2 in a non-equilibrium geometry.

Calculated values
2S+1: 4
Total energy (hartree): -3359.659260
Highest occupied orbital energy (spin up / spin down) (eV): -16.74 / -17.38
HOMO-LUMO gap (spin up / spin down) (eV): 6.6 / 6.6
<S²>: 3.85
Net charge: +3

Positions of all 90 atoms, in Å:
C: 1.09577 2.97281 0.77925
C: 2.30225 1.75259 -0.87688
C: 1.89857 4.10125 0.59348
C: 3.19877 2.85768 -0.99183
C: 2.97835 4.00586 -0.30611
H: 1.68295 4.98476 1.17886
H: 4.04465 2.71330 -1.67258
H: 3.62573 4.86402 -0.44746
N: 1.21905 1.87445 0.01085
P: -0.41974 1.13785 2.19077
P: 0.97011 -0.24868 -2.29736
C: 0.03300 2.91022 1.84819
H: 0.36823 3.40208 2.77724
H: -0.88067 3.45622 1.53570
C: 2.36532 0.58268 -1.64912
H: 3.41225 0.31623 -2.11871
C: 1.45031 -2.05909 -2.80505
C: 0.80645 0.83804 -3.84756
C: 0.84918 0.65354 3.53173
C: -2.18097 1.25571 2.87881
C: 0.93958 -3.02152 -1.72200
H: -0.13787 -2.91196 -1.56029
H: 1.13849 -4.05060 -2.06085
H: 1.44862 -2.89141 -0.76465
C: 0.76842 -2.47821 -4.11861
H: -0.32519 -2.39443 -4.04649
H: 1.12737 -1.92749 -4.99454
H: 1.00755 -3.54014 -4.28693
C: 2.96729 -2.17088 -2.92442
H: 3.20188 -3.20399 -3.23282
H: 3.38828 -1.50494 -3.68439
H: 3.46510 -1.98646 -1.96034
C: -0.51203 0.48465 -4.53374
H: -1.35450 0.62831 -3.84494
H: -0.64695 1.17289 -5.38648
H: -0.54451 -0.53840 -4.91512
C: 0.74318 2.31815 -3.44765
H: -0.05272 2.50292 -2.72209
H: 1.69251 2.68302 -3.04090
H: 0.52122 2.89622 -4.35484
C: 2.01504 0.63061 -4.75914
H: 2.97471 0.76605 -4.24160
H: 2.03116 -0.34157 -5.25940
H: 1.97795 1.39548 -5.55128
C: -2.55792 -0.10534 3.48436
H: -3.61899 -0.06194 3.78311
H: -2.44840 -0.91242 2.74033
H: -1.97340 -0.34694 4.37639
C: -3.12804 1.56303 1.71208
H: -2.86151 2.48966 1.18882
H: -3.16942 0.73769 0.98901
H: -4.14260 1.69815 2.12993
C: -2.33593 2.38106 3.92511
H: -3.41165 2.50139 4.11100
H: -1.86454 2.14113 4.87816
H: -1.94843 3.33951 3.55741
C: 2.26240 1.07710 3.10751
H: 2.96338 0.77084 3.90298
H: 2.57500 0.57383 2.18431
H: 2.35920 2.16307 2.97429
C: 0.82852 -0.87942 3.68408
H: 1.16159 -1.36022 2.75586
H: 1.52737 -1.15497 4.48338
H: -0.16582 -1.26541 3.93788
C: 0.53101 1.32013 4.87587
H: 0.44026 2.41297 4.79176
H: -0.36625 0.90806 5.35276
H: 1.37259 1.12000 5.55604
Mn: -0.07593 0.09860 0.14520
C: -1.12628 1.03401 -0.90023
O: -2.02203 1.58235 -1.48281
N: 1.48545 -1.01523 0.63249
C: 2.62548 -0.89964 0.23361
C: 4.00805 -1.10995 0.45545
C: 4.15265 -2.16602 1.32880
C: 5.11816 -0.36949 -0.02608
C: 5.40771 -2.54908 1.72843
H: 3.25071 -2.68060 1.66342
C: 6.37452 -0.77807 0.38430
H: 4.97505 0.48131 -0.67984
C: 6.53359 -1.86417 1.25619
H: 5.51428 -3.39567 2.41420
H: 7.25422 -0.24652 0.02067
H: 7.53473 -2.17036 1.56825
C: -3.89090 -2.29539 -0.09025
C: -2.61865 -1.62132 0.17478
N: -1.58374 -1.18354 0.30323
H: -4.59992 -1.57540 -0.52547
H: -4.29875 -2.68128 0.85011
H: -3.73631 -3.11859 -0.79193

(2)
Density functional theory data (ωB97M-V/def2-TZVPD) for a molecular structure, C6H26KO10 in a non-equilibrium geometry.

Calculated values
Energy relative to the best compared isomer or geometry (same formula, charge and spin) (kcal per mole): 25.1
Total energy (hartree): -1596.251000
Highest occupied orbital energy (eV): -12.86
HOMO-LUMO gap (eV): 9.8
Net charge: +1

Positions of all 43 atoms, in Å:
K: 0.01070 0.62184 1.36760
O: 2.14070 0.02084 3.27460
H: 2.90870 -0.30816 3.75360
H: 1.92570 -0.76116 2.71160
O: 1.07470 -1.88916 1.80960
H: 0.39070 -2.22716 2.36460
H: 1.37570 -2.63916 1.31460
O: -0.84230 3.37284 1.30660
H: -0.25630 3.97084 1.79560
H: -0.78830 3.53784 0.36460
O: -0.42830 0.41684 4.34560
H: 0.45770 0.67584 4.56760
H: -0.42430 -0.39616 3.83560
C: 3.61870 0.23084 0.20460
C: 3.03570 1.30984 -0.69940
O: 1.90270 1.86684 -0.05340
O: 4.56370 -0.38316 -0.45440
H: 2.93970 -0.55616 0.58660
H: 3.94970 0.74784 1.07960
H: 2.75870 0.91884 -1.67440
H: 3.85870 2.11084 -0.88540
H: 2.20370 2.30184 0.73860
H: 4.00370 -0.58916 -1.18440
C: -0.09630 -1.79816 -1.91140
C: -1.27830 -2.45816 -1.26540
O: -1.84030 -3.20516 -2.21740
O: 0.63370 -1.02216 -1.02440
H: -0.50330 -1.22016 -2.70440
H: 0.59670 -2.53016 -2.22840
H: -1.98930 -1.86316 -0.75540
H: -1.08730 -3.13316 -0.50140
H: -2.63730 -3.34316 -1.77240
H: 1.05870 -0.29516 -1.47240
C: -3.08930 1.38084 -0.82440
C: -3.68630 0.33484 -1.75340
O: -4.89030 0.82584 -2.20240
O: -1.67430 1.05284 -0.67440
H: -3.63730 1.47584 0.07460
H: -3.14830 2.34484 -1.31740
H: -3.76830 -0.68516 -1.30240
H: -2.99430 0.02284 -2.54040
H: -5.18530 0.10484 -2.79740
H: -1.16330 1.65684 -1.27940

(3)
Density functional theory data (ωB97M-V/def2-TZVPD) for 2 unconnected molecules or ions with the total composition C4H5N3 in a non-equilibrium geometry.

Calculated values
Energy relative to the best compared isomer or geometry (same formula, charge and spin) (kcal per mole): 76.6
Total energy (hartree): -319.590079
Highest occupied orbital energy (eV): -9.70
SMILES: N#CC=C=N.C=N
HOMO-LUMO gap (eV): 10.3

Positions of all 12 atoms, in Å:
C: 1.52389 0.63844 1.75443
N: 1.30885 0.87801 0.53127
C: -0.82100 0.14393 -1.19109
C: 0.08066 -0.62172 -1.99997
N: 0.76263 -1.22769 -2.72085
C: -1.96733 -0.32155 -0.74985
N: -3.00005 -0.68543 -0.20309
H: 2.21160 -0.13953 2.08674
H: -2.65719 -1.07023 0.67848
H: 1.00914 1.21180 2.53269
H: 1.89309 0.23456 -0.01252
H: -0.62742 1.17710 -0.92163